Entry 1:
{
  "formula": "C3H7N2O",
  "method": "ωB97M-V with the def2-TZVPD basis set",
  "elements": ["O", "N", "N", "C", "C", "C", "H", "H", "H", "H", "H", "H", "H"],
  "xyz": [[1.7833, -0.2979, 1.6102], [-0.6655, 0.1982, -0.2132], [1.9075, 1.0191, -0.3093], [-1.2955, -1.0068, -0.8595], [-0.6304, 0.4874, 1.0088], [1.9616, 0.3781, 0.7026], [-1.9529, -1.6771, -0.2638], [2.4651, 1.0870, -1.1261], [0.1059, 1.2994, 1.5603], [-1.9373, -0.7709, -1.7072], [-0.3280, -1.4700, -1.2769], [-1.1848, -0.0872, 1.7963], [-0.2289, 0.8405, -0.9222]],
  "de_lowest_kcal_mol": 58.1,
  "largest_force_ha_per_bohr": 0.083,
  "e_homo_ha": -0.5762,
  "orbital_gap_ha": 0.4029,
  "charge": 1
}


Entry 2:
{
  "formula": "C3H7N2O",
  "method": "ωB97M-V with the def2-TZVPD basis set",
  "elements": ["O", "N", "N", "C", "C", "C", "H", "H", "H", "H", "H", "H", "H"],
  "xyz": [[2.2346, -1.1149, -0.1687], [-1.5173, -1.4369, 0.0537], [1.4085, -0.3920, 0.4624], [1.0967, 0.9999, -0.0853], [-0.4004, 0.9195, 0.1636], [-0.5967, -0.5408, 0.0604], [2.2010, -2.0009, 0.2296], [-2.4673, -1.4232, 0.1852], [-1.2772, -2.4096, -0.0965], [-0.4767, 1.0523, 1.2564], [-1.1224, 1.5840, -0.2394], [1.3689, 0.9627, -1.2097], [1.6924, 1.8446, 0.3866]],
  "de_lowest_kcal_mol": 141.0,
  "largest_force_ha_per_bohr": 0.096,
  "e_homo_ha": [-0.4970, -0.4971],
  "orbital_gap_ha": [0.3138, 0.3152],
  "charge": 1
}


Entry 3:
{
  "formula": "C3H7N2O",
  "method": "ωB97M-V with the def2-TZVPD basis set",
  "elements": ["O", "N", "N", "C", "C", "C", "H", "H", "H", "H", "H", "H", "H"],
  "xyz": [[-2.1112, -0.1816, 0.2812], [-1.2168, 0.7382, -0.4333], [0.2536, -1.0280, 0.1679], [1.0509, 0.2201, 0.0292], [-0.0127, 1.3687, 0.1656], [-1.0531, -0.6407, -0.4195], [1.7348, 0.1300, -0.8744], [0.6260, -1.8533, -0.2606], [1.8480, 0.2419, 0.8187], [0.2153, -1.1089, 1.2934], [-1.3046, -1.6635, -1.5887], [0.2200, 2.1933, -0.4442], [-0.2502, 1.5840, 1.2648]],
  "de_lowest_kcal_mol": 153.8,
  "largest_force_ha_per_bohr": 0.122,
  "e_homo_ha": -0.5497,
  "orbital_gap_ha": 0.4048,
  "charge": 1
}


Entry 4:
{
  "formula": "C3H7N2O",
  "method": "ωB97M-V with the def2-TZVPD basis set",
  "elements": ["O", "N", "N", "C", "C", "C", "H", "H", "H", "H", "H", "H", "H"],
  "xyz": [[-1.0737, -1.5606, -2.8589], [0.7185, -0.6537, 0.9460], [0.6082, 1.4113, 1.4055], [-0.4398, 1.1550, 0.5373], [-0.1842, -0.1061, 0.0518], [1.1745, 0.2681, 1.8031], [1.9095, 0.2933, 2.5956], [-0.3561, -0.5365, -0.9317], [-1.0316, -1.1937, -3.7496], [-1.0915, 1.9537, 0.2120], [0.9140, -1.6450, 0.9555], [0.8936, 2.2638, 1.8601], [-2.0416, -1.6495, -2.8268]],
  "de_lowest_kcal_mol": 18.5,
  "largest_force_ha_per_bohr": 0.045,
  "e_homo_ha": -0.5343,
  "orbital_gap_ha": 0.4072,
  "charge": 1
}


Entry 5:
{
  "formula": "C3H7N2O2",
  "method": "ωB97M-V with the def2-TZVPD basis set",
  "elements": ["O", "O", "N", "N", "C", "C", "C", "H", "H", "H", "H", "H", "H", "H"],
  "xyz": [[-1.4094, 1.4827, 1.2000], [1.3771, 0.2538, -1.1603], [0.9255, -1.7772, -0.0881], [0.4610, -0.8738, -1.1058], [-0.0972, 1.5420, 0.7459], [-0.9442, -0.2860, -0.7569], [-0.9093, 0.3261, 0.5997], [-0.5788, -0.3903, 1.2719], [0.2172, 2.0693, -0.1507], [0.6355, 1.3676, 1.5912], [1.7557, -2.1271, -0.4238], [1.3328, -1.1745, 0.6743], [-1.7431, -0.9837, -0.8832], [-1.0226, 0.5710, -1.5142]],
  "smiles": "NN([O-])C[C@H]1CO1",
  "de_lowest_kcal_mol": 150.8,
  "largest_force_ha_per_bohr": 0.067,
  "e_homo_ha": -0.0760,
  "orbital_gap_ha": 0.2274,
  "charge": -1
}


Entry 6:
{
  "formula": "C3H7N2O3P",
  "method": "ωB97M-V with the def2-TZVPD basis set",
  "elements": ["P", "O", "O", "O", "N", "N", "C", "C", "C", "H", "H", "H", "H", "H", "H", "H"],
  "xyz": [[1.8128, -0.6704, -0.4236], [3.3040, -0.2699, -0.8296], [2.2612, -1.4355, 0.9906], [-0.5255, -1.4047, 0.4374], [-0.1666, 2.7204, 0.1762], [1.1492, 0.7422, 0.1115], [0.4775, 1.7131, 0.2736], [-2.6403, -0.2713, -0.1467], [-1.2408, -0.9508, -0.4259], [-0.0077, 3.6397, 0.4532], [1.6013, -2.0625, 1.3176], [-3.3620, -1.0644, -0.6974], [-0.9122, -0.8658, -1.4887], [-2.9504, -0.3598, 0.8706], [3.8778, -0.2470, -0.0515], [-2.6783, 0.7868, -0.5671]],
  "smiles": "N=C=NP(O)O.CC=O",
  "de_lowest_kcal_mol": 9.7,
  "largest_force_ha_per_bohr": 0.066,
  "e_homo_ha": -0.3190,
  "orbital_gap_ha": 0.3492
}